(1)
ORCA calculation (the ωB97M-V functional and the def2-TZVPD basis) on a 7-piece molecular cluster, C25H61IN4O22PS6 overall in a non-equilibrium geometry.

XYZ file:
```
120
C25H61IN4O22PS6, DFT the ωB97M-V functional and the def2-TZVPD basis
O -8.77181 4.45407 2.49673
H 9.10355 -6.45937 0.88750
H 2.30451 5.47898 -0.92355
H 7.36905 -1.69065 -0.46170
H 7.52070 -10.70688 4.55559
S 7.67606 -8.36281 4.43447
H -5.73863 0.84394 -7.14733
C 6.98947 -9.87871 5.01881
H -8.45696 7.84437 1.64466
H 7.12114 -9.90668 6.09884
C 7.57107 -7.51539 1.97441
H -7.61386 -2.83197 4.46725
H 0.26559 4.32553 -2.64114
H 6.59965 4.52453 2.55575
C 0.70636 0.40299 -0.21340
C 3.18857 0.05832 -0.92358
O -3.57570 0.53202 -3.95965
H -4.54349 1.46614 -5.99154
H -3.59986 -0.43008 -4.11662
O 7.52887 3.40356 -0.49909
C 7.08138 4.37891 0.46009
C -7.02500 -3.08507 3.58494
C 6.80005 3.75244 1.81229
C -10.07459 4.78372 5.44463
C 7.21705 -1.34079 0.55835
N 0.78995 2.59948 -1.44415
H 5.08169 -4.18482 3.60850
H -11.26028 6.20196 4.31562
H -7.11986 -2.81975 1.43673
O -10.57210 6.04947 1.82918
H 6.20835 4.91480 0.08194
C 1.75862 -0.53573 -0.86764
O 6.84111 -7.27640 4.85401
O 1.21878 4.62150 0.50743
H -8.77970 1.02599 1.04701
O 7.43611 -8.62611 2.87465
O 6.11789 1.39106 -0.30124
C 9.02602 -7.21027 1.67507
O -4.07498 2.27034 -2.26825
H 3.20842 0.76812 -1.77804
O -6.39728 -0.40621 0.87106
H -10.79696 4.62796 6.24674
I 1.15679 -1.07089 -2.86985
O 6.52322 -3.71283 1.40239
H -4.87182 -1.63225 -10.92479
C -8.08687 6.82215 1.65255
C -3.80311 -0.10457 -7.26847
C 7.48034 1.85020 -2.47810
H 3.95182 -0.71170 -1.11849
C 5.19980 -3.38073 4.33542
O 9.08238 -8.36358 4.69238
H 9.53713 -6.82841 2.55938
H 7.77384 2.67769 -3.11934
S -7.04710 -0.13930 2.12591
C 2.12783 3.11913 -1.07666
C 1.89327 4.55367 -0.45784
H -6.85087 -4.16180 3.57004
H -1.94563 -0.18546 -1.09272
H 6.90657 1.11903 -3.04549
H 7.06486 -7.79944 1.05200
O 4.74694 -2.09727 0.70162
P -3.58542 0.90535 -2.39466
H 7.05635 -6.63640 2.36818
H -0.16605 -0.22258 0.05496
O -4.09640 -0.72269 -8.52677
H -8.77659 1.29404 2.81837
H -7.15688 6.74872 2.21172
H -3.51881 -1.07894 -11.94702
O -4.35855 1.04960 -10.22369
H -4.45737 1.91175 -7.69627
H -3.21257 -2.24109 -10.62733
H 7.64792 3.15163 2.14320
C -7.73765 -2.64576 2.32036
O -9.23746 6.45410 3.86448
O -8.14494 -1.26959 2.38731
H 3.46707 0.62437 -0.01399
S 6.01554 -2.38074 1.31170
H -3.98690 -0.86216 -6.50411
O 6.05906 -1.71384 2.76232
O -6.29086 0.05948 3.32375
H -2.74493 0.16245 -7.21097
S -3.51107 -0.03991 -9.85450
O 5.41470 3.28615 -1.76870
O -4.61358 -0.04146 -1.57804
C -4.68737 1.09894 -7.00700
C 5.00288 -2.02334 3.68751
H 4.03008 -1.95748 3.19429
O -2.09815 0.13360 -9.69749
S -9.29405 5.78635 2.41419
H -4.99048 0.57442 -0.91567
H 6.81790 -0.32510 0.56086
C -1.02437 1.53562 -1.67846
H 5.93191 -9.90520 4.76778
H -10.19658 3.97993 4.71775
H 8.14943 -1.40383 1.11549
H -10.25331 6.91423 5.56520
H 1.82199 -1.44672 -0.24144
H 1.08245 0.85241 0.72553
C -3.81146 -1.39155 -10.94646
H 5.02897 -1.24863 4.45367
H 2.58934 2.53514 -0.26782
H 2.76821 3.18751 -1.97588
H -6.06016 -2.58679 3.68575
H -9.06626 4.70158 5.85272
H -8.64881 -3.23013 2.19637
C 0.01750 3.35186 -2.22092
H 7.88710 5.10508 0.55776
H 9.55288 -8.11236 1.36093
H 6.20325 -3.46748 4.75293
H -7.57576 2.11388 1.78878
H 4.46942 -3.53341 5.13087
H 5.93287 3.09174 1.76747
C -10.28334 6.13998 4.79923
C -8.16390 1.20814 1.92458
N -1.12931 2.67596 -2.37387
H -7.94077 6.46647 0.63421
S 6.44357 2.46696 -1.19334
N 0.19376 1.46320 -1.08738
N -2.05052 0.66901 -1.63029
H 8.35113 1.37662 -2.03003
```

As for the total charge: +1. The max |F| is 4.3 eV/Å. The total energy is -5891.422267 Eh.

(2)
ORCA calculation (the ωB97M-V functional and the def2-TZVPD basis) on a 2-piece molecular cluster, C3H11NOS2 overall in a non-equilibrium geometry.

XYZ file:
```
18
C3H11NOS2, DFT the ωB97M-V functional and the def2-TZVPD basis
H 0.40570 1.90205 -0.92203
H 0.79115 -0.94574 -1.16127
S -0.31830 1.44446 0.01342
S 1.18546 0.66358 1.29274
H 1.08036 -3.44380 -1.57605
H 1.54983 -3.50495 0.14207
C 1.52406 -2.86546 -0.75370
H 2.61015 -0.80012 0.45210
H -4.92183 2.62366 -1.21536
N -0.64048 -2.07534 -0.13272
C 1.58684 -1.06391 0.77043
H -1.11619 -2.21379 -1.08866
C 0.71880 -1.67047 -0.40386
H -1.05382 -1.20804 0.24231
O -4.03900 2.99026 -1.39112
H 2.62131 -2.46027 -1.15250
H 1.56440 -1.80152 1.67041
H -3.58849 2.32807 -1.90881
```

As for the total charge: 0. The max |F| is 3.3 eV/Å. The total energy is -1047.222801 Eh. As for the SMILES: C[C@@H](N)CSS.O.

(3)
ORCA calculation (the ωB97M-V functional and the def2-TZVPD basis) on a 5-piece molecular cluster, CH11O4S overall.

XYZ file:
```
17
CH11O4S, DFT the ωB97M-V functional and the def2-TZVPD basis
H 1.58405 -0.34433 -2.21211
H 2.80885 -0.34088 -1.30349
H 0.24777 -0.71311 0.79980
H -2.40566 -0.90163 -0.64531
H 0.10741 1.31440 -0.54738
H 0.84793 1.81338 2.12774
O 0.30722 2.44624 2.61765
H -0.17412 2.78144 1.83950
O 2.42455 0.12103 -2.05726
S -0.56717 -2.59351 -0.63625
O -0.59472 1.75044 -0.05195
O -2.49681 -0.04339 -1.11574
H 1.36727 -2.08913 0.73374
C 0.31819 -1.80075 0.78191
H -2.34180 -0.31237 -2.02553
H -0.13675 -2.16355 1.70136
H -1.29622 1.07573 -0.00669
```

As for the total charge: -1. The max |F| is 0.8 eV/Å. The total energy is -743.890155 Eh.

(4)
ORCA calculation (the ωB97M-V functional and the def2-TZVPD basis) on a 3-piece molecular cluster, C4H13NO2 overall in a non-equilibrium geometry.

XYZ file:
```
20
C4H13NO2, DFT the ωB97M-V functional and the def2-TZVPD basis
H 0.70707 0.91044 -3.05506
C -0.80373 0.32460 1.38844
H 2.39135 -0.87640 0.48300
H 0.37881 1.97986 2.06366
C -0.02655 0.67816 -1.01197
H 1.50432 -2.25658 0.29480
C -0.19827 1.08125 -2.38820
O -0.29472 -2.26648 0.02630
H -2.10123 0.87330 -0.42536
H -1.62121 0.58572 2.03031
H -0.62489 -0.74346 1.60556
H -0.80640 2.03126 -2.55340
O 2.18531 -1.74276 0.79389
H -0.82993 -1.69970 -0.43756
N 0.53049 1.05912 1.62310
H 1.03846 0.59145 -0.67592
H 1.04017 0.44311 2.32998
H -0.27022 -2.06983 0.92714
C -1.08631 0.52226 -0.16142
H -1.11252 0.57468 -2.85730
```

As for the total charge: 0. The max |F| is 4.6 eV/Å. The total energy is -365.343418 Eh. As for the SMILES: C/C=C/CN.O.O.

(5)
ORCA calculation (the ωB97M-V functional and the def2-TZVPD basis) on C41H41AsF6N7O5S3SiSrTe as an isolated structure in a non-equilibrium geometry.

XYZ file:
```
107
C41H41AsF6N7O5S3SiSrTe, DFT the ωB97M-V functional and the def2-TZVPD basis
H -1.52784 1.45906 4.99712
H 0.82768 -4.66954 -3.82132
C -4.13584 -3.44666 1.05474
N 1.46161 5.74775 0.83797
H 1.96990 -2.39981 -3.21837
C 2.02806 -3.73252 -1.52701
H 0.19178 -0.72013 -3.57337
H -0.42998 4.23810 2.11559
H 3.66802 2.37681 8.41399
N 2.91647 2.85355 -0.47829
C -1.30405 -5.53980 0.17543
H 0.25260 1.60513 4.89790
H -1.81378 -2.01808 0.48230
C 3.95942 0.54667 -2.48926
S 1.47786 -1.03874 0.12481
N -1.54180 -0.34309 -2.47192
C -2.16703 -3.61104 -2.67103
H -2.99156 -4.76804 -5.74582
H 0.85225 3.89791 3.27978
C 2.89776 -0.55961 -0.68100
C 3.05628 0.90304 5.44469
C -0.25858 -4.98794 2.68505
H -0.74522 2.97542 5.43560
C -1.30594 0.34979 2.66163
H -1.56515 -6.53608 3.40603
C 3.02650 4.17141 -0.47931
C -1.21997 -5.98217 2.54118
H -4.28151 -3.75301 2.09727
H 2.47774 -5.04712 0.11463
F -2.25345 2.31051 -1.39730
F -1.18478 2.57446 -3.55570
H -2.62990 -3.12483 -1.81692
N 2.84518 0.14497 -1.84189
C -2.38137 -4.52299 -4.88472
C 5.31898 -0.47128 -0.83088
H -0.54949 -0.06160 3.33830
H 4.21094 -1.38302 0.76603
C 4.10459 4.72895 -1.22780
Te 2.65834 0.83357 3.36372
C 5.21028 0.24624 -2.02542
C -0.88676 -0.61943 -3.55861
C -0.33717 -4.53622 0.29709
H -0.55789 -5.22779 -5.77034
C -0.23082 3.94091 3.13957
C 0.17369 -4.27283 1.57812
C 4.22979 -4.62185 -1.03454
C 2.87487 -4.51558 -0.74297
H -1.71877 -5.76847 -0.80079
H 6.07525 0.60408 -2.56473
F -2.36847 4.72713 -1.13028
C -3.24179 -0.37225 -4.02761
H 4.86957 -5.22427 -0.40016
H -6.51054 -2.10362 1.37116
H -2.08650 -2.10553 2.22314
C 3.46776 0.30218 7.86058
O 1.68390 0.46705 -2.39156
O -0.86733 2.16096 1.18076
H -2.29676 0.31503 3.12812
C -5.85683 -1.74983 0.56626
H -0.66934 4.66632 3.82660
H -4.01581 -3.71286 -3.74970
C -1.73861 -6.25688 1.28278
H 0.90125 -3.47554 1.70809
N -0.81738 2.63134 3.39468
H -6.16725 -2.22957 -0.36595
H 4.35257 -2.60858 -3.74966
C -3.60275 -1.02654 1.10946
O -3.95223 0.13788 1.11845
N 4.97130 5.19655 -1.82764
As -1.83787 3.70611 -2.39880
O 1.95798 2.34206 0.16807
C 4.76588 -3.94947 -2.12219
C -0.23441 -4.45500 -3.79678
C 3.93981 -3.16290 -2.91512
F -1.43475 5.04817 -3.39450
H -3.54615 0.07436 -1.92459
C -1.01678 -4.77643 -4.89824
H 5.82494 -4.01770 -2.33970
C 3.49053 1.64564 7.63452
C 2.15544 5.04603 0.24449
H -2.48547 -7.03357 1.16134
H 3.62145 -0.21582 8.79472
H 3.24048 2.99519 5.89256
C -2.88167 -0.19271 -2.73420
C -2.15335 -1.44132 1.34958
C 3.25551 1.98191 6.27118
H 3.75510 1.13675 -3.36887
N -4.47031 -2.05373 0.84224
C -2.95548 -3.93724 -3.76397
C -0.69913 2.12627 4.75502
C 2.59125 -3.05574 -2.61601
C 4.17898 -0.85912 -0.17860
Sr -0.01875 1.42486 -0.91804
O -1.28432 -0.36354 1.44760
C -0.79188 -3.87248 -2.65339
H -4.78035 -4.06422 0.42697
S 3.15692 -0.54011 6.39089
F -0.19866 3.71520 -1.72655
H -4.22334 -0.29477 -4.46297
S -1.85485 -0.73481 -4.96345
H -3.10981 -3.66575 0.77636
H -5.96418 -0.67283 0.47554
C -0.95050 1.79612 2.35236
F -3.40788 3.60848 -3.10406
Si 0.21958 -3.43622 -1.11873
H 0.14818 -4.75904 3.66256
H 6.29013 -0.70566 -0.41412
```

As for the total charge: -2. The max |F| is 1.3 eV/Å. The total energy is -6964.469067 Eh. Its spin multiplicity is 2. As for the expectation value of S²: 0.76.

(6)
ORCA calculation (the ωB97M-V functional and the def2-TZVPD basis) on a 3-piece molecular cluster, C8H19N overall in a non-equilibrium geometry.

XYZ file:
```
28
C8H19N, DFT the ωB97M-V functional and the def2-TZVPD basis
H 2.49976 1.83060 0.99661
H -1.39223 1.57076 -0.35145
C 2.22005 -0.36092 -0.73344
H -1.41976 -3.05242 0.84594
H 2.04506 2.32555 -1.68498
H 2.18912 -1.15366 0.02214
C -0.85658 -0.99518 -1.37651
H -2.48507 -0.78568 2.67582
H -2.59609 0.37152 0.23993
H 0.87602 1.28476 -2.48511
H -1.36261 1.00411 1.32656
C -1.56112 0.71070 0.29932
H -0.06555 -0.83807 0.66595
H 0.77851 2.17154 1.14874
H 0.33860 2.50173 -1.31138
C 1.26220 0.75675 -0.41963
H -0.19137 -1.84936 -1.47340
C -2.23110 -1.79764 2.36169
H -2.57711 -2.57739 3.04518
N -0.69201 -0.39376 -0.06456
C -1.60570 -2.04941 1.22906
H 2.02110 -0.81181 -1.70827
H -0.62491 -0.27759 -2.16580
H -1.88199 -1.35638 -1.46823
H 3.26329 -0.00220 -0.75713
H 1.44265 0.63855 1.73892
C 1.11092 1.75786 -1.52755
C 1.49591 1.37704 0.93157
```

As for the total charge: 0. The max |F| is 2.6 eV/Å. The total energy is -370.731854 Eh.

(7)
ORCA calculation (the ωB97M-V functional and the def2-TZVPD basis) on C34H36GeN8O5V as an isolated structure in a non-equilibrium geometry.

XYZ file:
```
85
C34H36GeN8O5V, DFT the ωB97M-V functional and the def2-TZVPD basis
C 3.62109 1.17647 0.74708
C 0.34551 -3.67615 -4.09242
C -0.47519 -3.53398 -5.19625
C 2.42401 -3.89148 0.81243
C -2.42667 -2.55276 -0.19675
N -0.29296 2.06292 0.47224
N 0.43605 0.96730 4.56298
H -3.03713 4.87151 2.46173
C -2.20063 4.09182 0.25207
C -1.37956 -2.48635 -5.24162
H 7.01548 -0.46007 1.81155
H -0.40270 1.09316 5.10701
H -1.18076 2.35245 3.52426
H -0.41146 -4.23503 -6.01454
C 2.91123 -3.12839 -0.22115
N -1.73593 3.56639 1.51896
H 3.68441 -3.48676 -0.88079
H 0.91648 -2.90518 -2.19049
N 6.21321 -0.00202 1.40725
C -5.31949 -0.21778 -0.16163
H -4.69268 -4.48799 1.38763
C -0.29495 -1.42021 1.98248
H -3.09437 1.70079 -1.80391
H 1.01585 0.21225 4.89664
C -4.53976 -1.37380 0.04137
V 0.71483 0.33525 0.22441
C -4.28616 -3.61989 0.89054
H -6.08933 -2.49130 1.02251
H 5.87882 -0.33103 0.51941
C -2.33876 4.08405 2.72865
H 5.50430 3.84723 1.57140
C -0.59692 -1.68613 -3.10270
O -0.70130 -0.45106 1.25562
C 0.27673 -2.76380 -3.05127
H -6.33672 -0.20642 0.19919
N -0.53677 2.07098 2.79994
C -2.67801 -0.25966 -1.09228
C 2.52620 3.08012 0.16529
H -0.64295 2.47659 -0.38495
H -1.39750 -2.57432 -0.54330
H -5.40137 1.74871 -0.97146
H 1.64311 3.52858 -0.27043
C 0.85672 -2.15704 1.32204
C -5.06048 -2.51210 0.69219
H -2.79515 3.35208 -0.28722
O 3.46252 -1.18950 -2.45586
C 1.37585 -3.39741 1.61089
H -2.03891 -2.37957 -6.08886
C 5.89358 1.22316 1.88916
H 1.99641 0.13155 2.88158
C 3.56896 3.87945 0.61473
H -2.14528 -0.75703 -4.24460
H 0.97078 -3.97948 2.42352
C 4.67857 3.27529 1.17629
C 4.71987 1.88454 1.22355
C 2.56935 -0.92993 -1.49354
H 0.46531 1.57295 -3.15212
C 2.34740 -1.86261 -0.43993
N 2.53862 1.75606 0.24323
C -3.47589 0.84257 -1.26614
H -2.82117 4.95951 0.44581
H -1.37238 4.42061 -0.37879
O 1.85822 0.09955 -1.50434
H -0.95295 2.34513 -2.45828
C -1.43548 -1.57238 -4.20678
Ge -0.78197 -0.20453 -1.74826
C -0.84881 2.53256 1.53540
H 2.83155 -4.87112 0.99838
H -1.12423 1.30765 -3.86639
H 3.40989 -0.51993 -3.15520
C -3.19472 -1.39304 -0.42116
H -1.58639 4.51638 3.39362
H -2.90305 3.31629 3.26580
C -2.95451 -3.63756 0.44591
H 1.04337 -4.49935 -4.04316
H -2.35347 -4.51953 0.61488
O 6.46268 1.74331 2.81933
N 1.33880 0.75540 2.42084
H 3.61308 0.09280 0.80459
O -0.70440 -1.71412 3.09142
C -4.79881 0.86767 -0.80656
H 3.51198 4.95238 0.52675
C 0.43954 1.19662 3.21791
C -0.58945 1.43535 -2.92877
N 1.34719 -1.38767 0.34142
```

As for the total charge: +1. The max |F| is 4.2 eV/Å. The total energy is -5152.349490 Eh. Its spin multiplicity is 3. As for the expectation value of S²: 2.04.

(8)
ORCA calculation (the ωB97M-V functional and the def2-TZVPD basis) on a 2-piece molecular cluster, C7H14P2 overall in a non-equilibrium geometry.

XYZ file:
```
23
C7H14P2, DFT the ωB97M-V functional and the def2-TZVPD basis
C 0.74580 -0.99821 -1.52275
P -0.71342 -3.24598 0.89832
H 2.50352 0.94082 1.74601
H 1.17790 -1.11714 1.16383
H 1.10625 -1.95910 -1.15920
H 1.60525 -0.43900 -1.90220
H -2.15815 2.42112 -0.19549
H 0.06490 -1.16761 -2.35369
C -1.49761 -1.74333 0.27904
C 0.84579 -0.11820 0.85604
P -1.61749 -1.84787 2.07595
C -0.75352 0.93711 -0.87602
H -1.48367 0.58631 -1.61026
H 2.82407 0.35448 0.11103
H -0.78506 2.20650 0.88413
C -1.48394 1.68387 0.23440
H 0.18031 0.25651 1.64430
H 1.79201 1.76637 0.35557
C 0.07317 -0.23469 -0.42164
C 2.06960 0.79400 0.75850
H -2.33299 -1.70733 -0.40077
H -0.09431 1.64091 -1.40106
H -2.06839 0.99046 0.83595
```

As for the total charge: 0. The max |F| is 3.3 eV/Å. The total energy is -957.705599 Eh.

Question: Number 5 is which compound?
Answer: C41H41AsF6N7O5S3SiSrTe